# 1
{
  "formula": "C57H47CsN8P",
  "method": "wB97M-V/def2-TZVPD",
  "charge": 1,
  "de_lowest_kj_mol": 0.0,
  "homo_energy_ev": -9.937,
  "total_energy_ha": -2999.8165,
  "lumo_ev": -1.70,
  "symbols": ["Cs", "C", "N", "C", "N", "C", "C", "C", "C", "C", "C", "C", "C", "C", "C", "C", "C", "C", "C", "P", "C", "N", "C", "C", "N", "C", "C", "C", "C", "C", "C", "C", "C", "C", "C", "C", "C", "C", "C", "N", "C", "C", "N", "C", "C", "C", "C", "C", "C", "C", "C", "C", "C", "C", "C", "C", "H", "H", "H", "H", "H", "H", "H", "H", "H", "H", "H", "H", "H", "H", "H", "H", "H", "H", "H", "H", "H", "H", "H", "H", "H", "H", "H", "H", "H", "H", "H", "H", "H", "H", "H", "H", "H", "H", "H", "N", "C", "C", "C", "C", "C", "C", "C", "C", "N", "C", "H", "H", "H", "H", "H", "H", "H", "H"],
  "coordinates": [[0.9838, 0.0326, -0.8943], [-4.2616, 2.8636, 1.0247], [-3.0833, 2.6855, 0.1913], [-2.3388, 1.5428, 0.0615], [-1.3574, 1.7330, -0.7928], [-1.4322, 3.0270, -1.2159], [-2.5175, 3.6375, -0.6161], [-3.0429, 5.0031, -0.7658], [-3.3530, 5.4889, -2.0348], [-3.8143, 6.7858, -2.1913], [-3.9759, 7.6078, -1.0847], [-3.6694, 7.1316, 0.1816], [-3.2011, 5.8366, 0.3408], [-0.3900, 3.5760, -2.0967], [0.0533, 4.8883, -1.9339], [1.0955, 5.3810, -2.7050], [1.7192, 4.5669, -3.6383], [1.2848, 3.2593, -3.8095], [0.2296, 2.7694, -3.0556], [-2.6442, 0.1357, 1.1645], [-1.1848, 0.1432, 2.2794], [0.0892, 0.1812, 1.9432], [0.8199, 0.0632, 3.0857], [-0.0365, -0.0465, 4.1622], [-1.3057, 0.0067, 3.6383], [-2.5316, -0.0185, 4.4194], [0.2426, -0.1711, 5.6025], [0.9937, 0.8055, 6.2511], [1.2856, 0.6787, 7.6010], [0.8268, -0.4195, 8.3128], [0.0811, -1.3994, 7.6720], [-0.2066, -1.2787, 6.3221], [2.2900, 0.0304, 3.0358], [2.9835, 0.8399, 2.1340], [4.3655, 0.7724, 2.0446], [5.0760, -0.0987, 2.8593], [4.3956, -0.8973, 3.7670], [3.0130, -0.8360, 3.8542], [-2.3201, -1.3758, 0.2064], [-1.4284, -1.6109, -0.7332], [-1.4484, -2.9567, -0.9684], [-2.3875, -3.5540, -0.1539], [-2.9390, -2.5381, 0.5823], [-3.9906, -2.6821, 1.5759], [-2.7788, -4.9677, -0.0468], [-2.7367, -5.6321, 1.1787], [-3.0735, -6.9742, 1.2610], [-3.4480, -7.6668, 0.1187], [-3.4857, -7.0138, -1.1050], [-3.1560, -5.6705, -1.1896], [-0.5539, -3.5724, -1.9606], [0.1382, -4.7456, -1.6665], [0.9836, -5.3156, -2.6063], [1.1463, -4.7207, -3.8486], [0.4596, -3.5524, -4.1483], [-0.3862, -2.9769, -3.2104], [-4.8688, 1.9630, 0.9932], [-3.9808, 3.0678, 2.0584], [-4.8444, 3.6982, 0.6456], [-3.2238, 4.8435, -2.8945], [-4.0513, 7.1564, -3.1797], [-4.3377, 8.6198, -1.2081], [-3.7866, 7.7730, 1.0451], [-2.9366, 5.4741, 1.3272], [-0.4097, 5.5209, -1.1875], [1.4289, 6.4010, -2.5650], [2.5406, 4.9496, -4.2301], [1.7633, 2.6204, -4.5381], [-0.1081, 1.7524, -3.2241], [-2.4334, 0.6481, 5.2741], [-3.3544, 0.3123, 3.7922], [-2.7441, -1.0221, 4.7858], [1.3522, 1.6594, 5.6900], [1.8715, 1.4403, 8.0982], [1.0534, -0.5157, 9.3663], [-0.2670, -2.2623, 8.2243], [-0.7629, -2.0561, 5.8121], [2.4445, 1.5536, 1.5215], [4.8900, 1.4153, 1.3487], [6.1550, -0.1480, 2.7947], [4.9429, -1.5767, 4.4074], [2.4884, -1.4728, 4.5552], [-4.5436, -3.5964, 1.3797], [-3.5727, -2.7297, 2.5825], [-4.6678, -1.8344, 1.5130], [-2.4176, -5.0997, 2.0669], [-3.0349, -7.4827, 2.2153], [-3.7072, -8.7151, 0.1831], [-3.7760, -7.5524, -1.9973], [-3.1843, -5.1579, -2.1427], [0.0103, -5.2085, -0.6959], [1.5186, -6.2253, -2.3673], [1.8027, -5.1683, -4.5830], [0.5722, -3.0996, -5.1258], [-0.9384, -2.0737, -3.4436], [1.6037, -0.3595, -4.3468], [2.8612, 0.1282, -4.6955], [3.1129, 0.8008, -5.8659], [4.3846, 1.3425, -6.1328], [5.4106, 1.2087, -5.2421], [5.1946, 0.5074, -4.0340], [6.2048, 0.3083, -3.0674], [5.9196, -0.3823, -1.9254], [4.6150, -0.8825, -1.7432], [3.6498, -0.7225, -2.6126], [3.9193, -0.0350, -3.7535], [0.9930, -0.5048, -5.1379], [1.6763, -1.1969, -3.7814], [2.3214, 0.9223, -6.5967], [4.5423, 1.8682, -7.0654], [6.3895, 1.6209, -5.4492], [7.1961, 0.7054, -3.2491], [6.6700, -0.5576, -1.1668], [4.3762, -1.4247, -0.8323]],
  "mulliken_charge": [1.76, -1.11, 0.31, -0.81, 0.20, 0.12, 0.19, -0.40, -0.03, -0.77, -0.39, -0.79, -0.06, 0.06, -0.55, -0.71, -0.64, -0.43, -0.52, -0.33, -0.78, 0.54, 0.34, -0.14, 0.63, -1.17, -0.46, -0.04, -0.72, -0.40, -0.81, -0.11, 0.10, -0.43, -0.80, -0.51, -0.76, -0.43, -0.57, 0.04, 0.03, 0.11, 0.28, -1.15, -0.35, -0.21, -0.75, -0.43, -0.76, -0.04, 0.34, -0.38, -0.82, -0.56, -0.50, -0.15, 0.39, 0.29, 0.45, 0.47, 0.42, 0.41, 0.41, 0.47, 0.52, 0.41, 0.44, 0.39, 1.03, 0.37, 0.47, 0.31, 0.47, 0.41, 0.41, 0.40, 0.47, 0.87, 0.50, 0.45, 0.42, 0.50, 0.47, 0.29, 0.40, 0.48, 0.40, 0.41, 0.42, 0.47, 0.55, 0.45, 0.45, 0.39, 0.48, 0.17, -0.12, -0.39, -0.73, -1.04, 1.12, -0.65, -0.77, -0.37, -0.37, 0.31, 0.34, -0.23, 0.42, 0.40, 0.41, 0.44, 0.41, 0.57]
}

# 2
{
  "formula": "C57H48Cl3F3N4O8S3Y",
  "method": "wB97M-V/def2-TZVPD",
  "charge": 1,
  "homo_energy_ev": -9.842,
  "total_energy_ha": -5935.0689,
  "lumo_ev": -2.13,
  "symbols": ["Y", "C", "C", "C", "C", "C", "C", "C", "S", "O", "C", "C", "C", "C", "C", "C", "C", "C", "C", "C", "C", "C", "C", "C", "C", "C", "C", "C", "C", "C", "S", "O", "C", "C", "C", "C", "C", "C", "C", "H", "H", "H", "H", "H", "H", "H", "H", "H", "H", "H", "H", "H", "H", "H", "H", "H", "H", "H", "H", "H", "H", "H", "H", "H", "H", "Cl", "C", "C", "C", "Cl", "C", "O", "C", "Cl", "C", "H", "H", "C", "C", "C", "C", "C", "C", "C", "S", "O", "O", "N", "C", "C", "C", "O", "O", "H", "H", "H", "H", "H", "H", "H", "H", "H", "H", "H", "H", "N", "C", "N", "O", "H", "H", "H", "H", "F", "C", "F", "F", "C", "C", "C", "N", "C", "C", "H", "H", "H", "H"],
  "coordinates": [[-1.4988, -0.8458, -1.3773], [1.6532, 7.8987, -1.7886], [1.1770, 6.5377, -1.3913], [1.7511, 5.3907, -1.9299], [1.2927, 4.1325, -1.5805], [0.2566, 4.0164, -0.6733], [-0.3411, 5.1489, -0.1411], [0.1175, 6.4015, -0.4980], [-0.4354, 2.4395, -0.0994], [-0.1971, 1.4388, -1.1865], [0.7657, 2.2024, 1.2419], [0.1660, 2.5013, 2.4790], [0.8465, 2.3344, 3.6478], [2.1493, 1.7960, 3.6361], [2.8550, 1.5490, 4.8316], [4.1115, 1.0138, 4.7973], [4.7219, 0.7207, 3.5685], [4.0684, 0.9647, 2.3919], [2.7662, 1.5109, 2.3886], [2.0631, 1.7564, 1.1694], [2.8243, 1.5865, -0.0912], [3.8193, 2.5506, -0.4275], [4.0118, 3.7222, 0.3337], [5.0087, 4.6033, 0.0177], [5.8607, 4.3471, -1.0666], [5.6800, 3.2341, -1.8403], [4.6477, 2.3151, -1.5579], [4.4205, 1.1730, -2.3612], [3.4336, 0.2842, -2.0436], [2.6705, 0.4769, -0.8825], [1.4094, -0.7296, -0.3880], [0.6809, -1.0078, -1.6718], [2.5225, -2.1313, -0.2618], [2.3486, -3.1987, -1.1226], [3.1209, -4.3315, -0.9598], [4.0749, -4.4083, 0.0504], [4.8769, -5.6616, 0.2067], [4.2287, -3.3268, 0.9119], [3.4436, -2.1966, 0.7684], [2.6975, 7.8796, -2.0909], [1.5300, 8.6112, -0.9749], [1.0678, 8.2620, -2.6345], [2.5712, 5.4804, -2.6264], [1.7343, 3.2496, -2.0127], [-1.1685, 5.0384, 0.5422], [-0.3486, 7.2823, -0.0821], [-0.8506, 2.8645, 2.4762], [0.3884, 2.5880, 4.5900], [2.3812, 1.7815, 5.7746], [4.6477, 0.8274, 5.7137], [5.7186, 0.3053, 3.5537], [4.5493, 0.7356, 1.4513], [3.3589, 3.9167, 1.1710], [5.1494, 5.4959, 0.6082], [6.6623, 5.0372, -1.2819], [6.3278, 3.0409, -2.6823], [5.0518, 1.0113, -3.2227], [3.2415, -0.5931, -2.6419], [1.5940, -3.1367, -1.8920], [2.9809, -5.1779, -1.6165], [5.1623, -6.0616, -0.7644], [4.2724, -6.4187, 0.7063], [5.7722, -5.4901, 0.7974], [4.9535, -3.3683, 1.7117], [3.5329, -1.3712, 1.4567], [-2.9607, 1.4450, 5.6800], [-2.3808, 0.8177, 4.1844], [-3.0609, 1.1297, 3.0142], [-2.5541, 0.6629, 1.8196], [-3.2665, 1.0196, 0.2789], [-1.3855, -0.1227, 1.7337], [-0.9188, -0.5324, 0.6018], [-0.7440, -0.4030, 2.9590], [0.7259, -1.2927, 2.8699], [-1.2213, 0.0541, 4.1665], [-3.9589, 1.7251, 3.0431], [-0.6844, -0.1759, 5.0716], [-2.7988, -4.6233, 5.7517], [-3.1037, -4.1205, 4.3788], [-2.0956, -3.6666, 3.5339], [-2.3925, -3.2347, 2.2503], [-3.7140, -3.2388, 1.8388], [-4.7400, -3.6550, 2.6701], [-4.4282, -4.0981, 3.9402], [-4.1457, -2.8040, 0.1794], [-5.5105, -2.3888, 0.0674], [-3.1843, -1.8337, -0.3307], [-4.1059, -4.2707, -0.5961], [-2.9772, -5.1721, -0.5917], [-1.9487, -4.9382, -1.7095], [-1.5132, -3.4794, -1.6449], [-1.8880, -2.7003, -2.5631], [-0.8619, -3.0852, -0.6596], [-1.7301, -4.6368, 5.9482], [-3.1986, -5.6272, 5.8866], [-3.2817, -3.9748, 6.4796], [-1.0716, -3.6571, 3.8804], [-1.6174, -2.9186, 1.5664], [-5.7567, -3.6222, 2.3094], [-5.2124, -4.4454, 4.5961], [-4.7056, -4.3087, -1.4040], [-3.3625, -6.1960, -0.6505], [-2.4813, -5.0340, 0.3715], [-2.3645, -5.1428, -2.6968], [-1.0891, -5.5837, -1.5248], [0.1526, -0.3960, -5.3214], [-0.1063, 0.2465, -4.1647], [0.7401, 1.2348, -3.8074], [-1.1281, -0.0031, -3.5077], [0.9421, -0.1697, -5.8983], [-0.4823, -1.1172, -5.6173], [1.6573, 1.3058, -4.2166], [0.5996, 1.5645, -2.8559], [-7.5792, 2.0778, -4.4911], [-6.8785, 1.0730, -5.0299], [-6.4205, 1.5239, -6.2107], [-7.7383, 0.0898, -5.2997], [-5.7398, 0.6378, -4.1399], [-5.4447, -0.6993, -3.9258], [-4.3689, -1.0079, -3.1056], [-3.5927, -0.0893, -2.5430], [-3.8667, 1.1904, -2.7851], [-4.9347, 1.6094, -3.5597], [-6.0364, -1.4764, -4.3819], [-4.1087, -2.0384, -2.9102], [-3.1935, 1.9152, -2.3471], [-5.1339, 2.6582, -3.7109]],
  "mulliken_charge": [0.75, -1.68, 0.92, -1.02, -0.46, 0.93, -0.49, -1.07, 0.14, 0.32, 1.73, -0.92, -1.13, 0.79, -0.93, -0.80, -0.83, -1.05, 1.36, -1.47, -0.76, 0.93, -0.72, -0.92, -0.79, -0.95, 1.08, -1.43, -1.09, 0.95, 3.30, -0.91, -0.16, -0.57, -1.06, 1.03, -1.63, -1.18, -0.37, 0.38, 0.42, 0.31, 0.45, 0.06, 0.52, 0.43, 0.56, 0.45, 0.52, 0.42, 0.49, 0.56, 0.56, 0.50, 0.44, 0.49, 0.46, 0.62, 0.38, 0.45, 0.40, 0.30, 0.39, 0.44, 0.49, -0.25, 0.21, -1.19, 0.72, -0.18, -1.73, 0.92, 1.68, -0.07, -1.39, 0.60, 0.59, -1.68, 1.00, -1.17, 0.26, 0.22, -0.86, -0.88, 1.37, -0.78, 0.37, -0.25, -0.43, -1.05, 0.99, -0.63, -0.40, 0.37, 0.39, 0.37, 0.36, 0.09, 0.57, 0.45, 0.33, 0.48, 0.04, 0.39, 0.37, -0.40, 0.28, -0.05, -0.36, 0.17, 0.25, 0.30, -0.36, -0.26, 0.72, -0.25, -0.27, 0.36, -1.18, -0.34, 0.41, -0.18, -1.25, 0.53, 0.38, 0.45, 0.50]
}